58
Properties=species:S:1:pos:R:3:lowdin_charge:R:1 method="wB97M-V/def2-TZVPD" charge=+1 gap_ev="6.4 / 6.4" molar_mass_g_mol=777.2 energy_ev=-96297.53674
Co -0.752 -0.032 -0.878 0.67
O -0.909 1.744 -1.120 -0.16
C 0.002 2.637 -1.428 -0.30
C -0.338 4.002 -1.393 -0.01
C 0.587 4.955 -1.732 -0.04
C 1.897 4.604 -2.112 -0.07
C 2.250 3.286 -2.150 -0.03
C 1.319 2.275 -1.814 -0.14
C 1.733 0.921 -1.887 -0.04
N 0.995 -0.090 -1.538 -0.08
N 1.534 -1.351 -1.665 0.12
C 0.623 -2.230 -1.362 -0.38
O -0.588 -1.857 -1.027 -0.09
C 0.928 -3.670 -1.404 -0.16
C -0.103 -4.597 -1.273 -0.02
C 0.179 -5.953 -1.305 -0.07
C 1.488 -6.386 -1.460 -0.07
C 2.517 -5.463 -1.590 -0.07
C 2.241 -4.107 -1.567 -0.02
H -1.342 4.270 -1.096 0.06
H 0.302 5.999 -1.707 0.12
H 2.613 5.370 -2.370 0.11
H 3.254 2.998 -2.436 0.12
H 2.731 0.690 -2.249 0.15
H -1.118 -4.247 -1.149 0.11
H -0.623 -6.674 -1.207 0.11
H 1.709 -7.446 -1.469 0.11
H 3.538 -5.803 -1.707 0.11
H 3.033 -3.377 -1.665 0.11
O 4.273 3.143 3.999 0.14
C 3.127 2.647 4.500 -0.47
O 2.887 2.736 5.667 0.15
C 2.166 1.985 3.543 -0.11
C 2.466 1.649 2.232 0.01
C 1.526 1.012 1.438 0.02
C 0.273 0.708 1.938 -0.20
C -0.043 1.070 3.247 0.01
C 0.902 1.684 4.041 0.02
N -0.675 0.049 1.101 0.11
C -1.708 -0.501 1.599 0.01
C -2.826 -0.818 0.725 -0.23
C -3.996 -1.413 1.139 0.03
C -4.998 -1.620 0.198 -0.01
C -4.784 -1.221 -1.108 -0.01
C -3.572 -0.629 -1.440 -0.10
N -2.628 -0.428 -0.533 0.02
H 4.327 3.043 3.042 0.09
H 3.437 1.854 1.796 0.12
H 1.771 0.736 0.431 0.09
H -1.034 0.899 3.647 0.11
H 0.678 1.955 5.064 0.13
H -1.775 -0.717 2.662 0.15
H -4.109 -1.713 2.172 0.13
H -5.932 -2.086 0.480 0.13
H -5.538 -1.365 -1.869 0.13
H -3.357 -0.299 -2.449 0.14
I -4.120 2.941 -0.653 0.12
I -6.436 4.231 -0.849 0.08